(1)
C42H34BBrN9Tc | the ωB97M-V functional and the def2-TZVPD basis

ORCA input file:
```
! wB97M-V def2-TZVPD RIJCOSX def2/J DEFGRID3
* xyz 1 4
Tc -0.11376 -0.41133 -0.00257
C -5.17114 0.88265 -1.54092
C -4.02074 0.81064 -0.60848
C -3.98351 1.25657 0.69993
C -2.70597 0.96556 1.18653
N -2.01058 0.37091 0.18758
N -2.82106 0.27252 -0.88755
B -2.37769 -0.41532 -2.19513
N -1.10440 0.28171 -2.68788
N 0.00865 0.34801 -1.92153
C 0.92310 1.04914 -2.61741
C 0.37416 1.43965 -3.83631
C -0.91174 0.92775 -3.84864
C -1.93341 1.03637 -4.91239
C 2.26395 1.39777 -2.15995
C 3.14910 0.44739 -1.66062
C 4.42402 0.82253 -1.27333
C 4.82735 2.14433 -1.38027
C 3.94982 3.09346 -1.88057
C 2.67980 2.72290 -2.27735
N -2.00119 -1.85976 -1.87278
N -1.02294 -2.11817 -0.99181
C -0.85466 -3.44356 -0.93884
C -1.76108 -4.04751 -1.81668
C -2.46664 -3.00862 -2.39763
C -3.54696 -3.07026 -3.40997
C 0.11739 -4.10778 -0.08500
C -0.23695 -5.28587 0.56883
C 0.66895 -5.92717 1.39009
C 1.94120 -5.40330 1.55988
C 2.31191 -4.24505 0.89217
C 1.40472 -3.60138 0.06958
C -2.25381 1.30598 2.53070
C -0.92317 1.56665 2.84795
C -0.55480 1.99381 4.10843
C -1.51375 2.15707 5.09412
C -2.84096 1.88287 4.80476
C -3.20873 1.46183 3.54185
H -5.98847 1.41624 -1.06239
H -5.51744 -0.11416 -1.80783
H -4.90392 1.40272 -2.45757
H -4.77230 1.76366 1.21355
H -3.23697 -0.37425 -2.99226
H 0.86301 2.00345 -4.60278
H -1.52758 1.57565 -5.76221
H -2.80420 1.57194 -4.54150
H -2.24696 0.04798 -5.24033
H 2.84392 -0.59134 -1.60230
H 5.10959 0.07627 -0.89680
H 5.82194 2.42891 -1.06848
H 4.25223 4.12491 -1.95887
H 1.98858 3.46014 -2.65646
H -1.86499 -5.09355 -2.01499
H -3.74237 -4.10284 -3.68204
H -3.26641 -2.52289 -4.30753
H -4.46368 -2.63381 -3.01883
H -1.23219 -5.67903 0.43877
H 0.38232 -6.83518 1.89934
H 2.64853 -5.90537 2.20031
H 3.31074 -3.84840 1.01308
H 1.69837 -2.72948 -0.50954
H -0.16693 1.44215 2.09394
H 0.48398 2.20325 4.31929
H -1.22858 2.49170 6.07913
H -3.59415 1.99888 5.57015
H -4.24399 1.23824 3.34354
Br -0.50301 3.06514 -0.34597
C 1.17145 3.20769 0.56811
C 1.56560 4.50339 0.79134
C 2.82135 4.78176 1.33257
C 3.64973 3.74057 1.63391
C 3.23533 2.40260 1.47180
C 4.11264 1.37563 1.86491
C 3.73503 0.06692 1.78094
C 2.46203 -0.24336 1.28674
C 1.56353 0.70374 0.82102
C 1.94770 2.07993 0.92915
H 0.90329 5.31408 0.53005
H 3.12630 5.80421 1.48521
H 4.64530 3.92078 2.00922
H 5.07493 1.65620 2.26363
H 4.39387 -0.72380 2.11053
H 2.19106 -1.29646 1.30914
N -0.30968 -1.27873 1.69312
C -0.24000 -1.96766 2.65057
N -0.31988 -2.70573 3.62595
C 0.41607 -3.21575 4.54618
N 1.05078 -3.69991 5.37475
*
```

Computed properties:
Frontier orbital gap (spin up / spin down) ... 6.34 / 5.91 eV
Expectation value of S² ... 3.787
Calculated total energy ... -4793.2369 Eh

(2)
C42H34N2O4S5SiTa | the ωB97M-V functional and the def2-TZVPD basis

ORCA input file:
```
! wB97M-V def2-TZVPD RIJCOSX def2/J DEFGRID3
* xyz 1 1
Ta -0.48931 1.61432 1.39545
O -0.87729 -0.20704 3.14342
C -1.04283 -1.54390 2.60233
C -1.58595 -1.27431 1.20630
O -2.23303 -2.01923 0.53130
O -1.15978 -0.08394 0.78270
C 0.31885 -2.20341 2.35647
C 0.38073 -3.36339 1.58924
C 1.60501 -3.94901 1.31313
C 2.77712 -3.38823 1.80315
C 2.71713 -2.24266 2.58048
C 1.49075 -1.65010 2.85444
C -1.95435 -2.32958 3.52190
C -1.38378 -3.01680 4.59121
C -2.18891 -3.64590 5.52894
C -3.56932 -3.60038 5.39984
C -4.14182 -2.92230 4.33320
C -3.33934 -2.28468 3.39927
H -0.75234 -0.26724 4.09979
H -0.53004 -3.80252 1.19930
H 1.64326 -4.84612 0.70877
H 3.73223 -3.84715 1.58221
H 3.62328 -1.80294 2.97749
H 1.46073 -0.74868 3.45070
H -0.30534 -3.07601 4.68233
H -1.73649 -4.17906 6.35486
H -4.19828 -4.09708 6.12689
H -5.21838 -2.89032 4.22589
H -3.79697 -1.76694 2.56729
O -1.34602 2.16418 6.98369
C -0.94632 2.30789 5.87335
S -1.74565 3.33078 4.65344
C -0.53392 3.13394 3.40499
C 0.52508 2.28514 3.66850
S 1.66774 1.86357 2.44034
S 0.56413 1.56243 5.26576
S -0.77587 3.96962 1.89973
C 5.68844 2.84329 0.59112
C 4.83444 3.69562 -0.09308
C 3.56194 3.26872 -0.44712
C 3.11503 1.98529 -0.12293
C 3.99406 1.14056 0.56742
C 5.26691 1.56202 0.91977
Si 1.38715 1.43534 -0.60572
C 1.50099 -0.34329 -1.24099
C 2.74585 -0.90852 -1.54137
C 2.84827 -2.17586 -2.10103
C 1.70630 -2.91069 -2.38150
C 0.46002 -2.36202 -2.11446
C 0.36445 -1.09528 -1.55678
C 0.89656 2.50481 -2.08298
C 0.44643 3.82334 -1.94967
C 0.13076 4.59482 -3.05900
C 0.26013 4.05819 -4.33483
C 0.72819 2.76188 -4.49300
C 1.05070 1.99837 -3.37740
H 6.68231 3.17424 0.86396
H 5.16083 4.69317 -0.35842
H 2.91399 3.94549 -0.99195
H 3.68179 0.13531 0.83441
H 5.93090 0.89033 1.44952
H 3.65415 -0.35228 -1.35180
H 3.82623 -2.58633 -2.32010
H 1.78680 -3.90110 -2.81223
H -0.44324 -2.91899 -2.33521
H -0.62310 -0.69495 -1.36749
H 0.33339 4.25681 -0.96239
H -0.21971 5.61127 -2.93071
H 0.00396 4.65331 -5.20212
H 0.83998 2.34156 -5.48455
H 1.41594 0.98593 -3.51449
N -3.51871 0.22549 -1.14851
C -2.66991 1.20116 -1.41680
S -2.33902 2.39534 -0.17402
N -2.17753 1.34081 -2.63013
C -2.56025 0.52161 -3.74973
C -3.86724 0.58261 -4.21554
C -4.23930 -0.19892 -5.29882
C -3.30786 -1.02291 -5.91542
C -2.00294 -1.07039 -5.44565
C -1.62305 -0.30088 -4.35580
H -3.81108 0.09530 -0.19674
H -3.68343 -0.52046 -1.80946
H -1.46110 2.04604 -2.76169
H -4.58095 1.24761 -3.74414
H -5.25494 -0.15253 -5.66867
H -3.59932 -1.62693 -6.76430
H -1.27471 -1.71258 -5.92391
H -0.61425 -0.34368 -3.97162
*
```

Computed properties:
Relative energy (zero: lowest compared OMol25 entry of this formula, charge and spin) ... 4.5 kcal per mole
Frontier orbital gap ... 7.56 eV
Calculated total energy ... -4368.7914 Eh

(3)
C42H34N7O3OsPS | the ωB97M-V functional and the def2-TZVPD basis

ORCA input file:
```
! wB97M-V def2-TZVPD RIJCOSX def2/J DEFGRID3
* xyz 2 1
Os 1.15218 0.36500 -0.20622
C -1.19788 -1.16961 -4.15800
C -0.14640 -0.71371 -3.36466
N -0.38629 -0.07886 -2.22711
C -1.66037 0.11959 -1.88597
C -2.69383 -0.42784 -2.63231
N -2.45839 -1.06444 -3.76997
C -1.86003 0.97644 -0.71095
C -3.01512 1.72372 -0.55676
C -3.12844 2.67276 0.45695
C -2.04755 2.74816 1.33731
C -0.93529 1.95565 1.15362
N -0.80023 1.11664 0.10216
C 0.19423 1.92657 2.08350
C 0.22194 2.53462 3.33564
N 1.28333 2.49163 4.11988
C 2.33894 1.81587 3.67809
C 2.32398 1.14433 2.46883
N 1.24762 1.19975 1.67621
C -4.30268 3.56545 0.57282
C -5.49289 3.29113 -0.09392
C -6.55870 4.16938 0.03775
N -6.50425 5.27212 0.77484
C -5.37135 5.53999 1.41249
C -4.25169 4.72417 1.34289
H -1.01188 -1.64857 -5.11073
H 0.88807 -0.85838 -3.63559
H -3.72399 -0.36174 -2.30305
H -3.79884 1.60156 -1.28829
H -2.06993 3.41656 2.18361
H -0.64617 3.05931 3.71228
H 3.21610 1.79885 4.31133
H 3.16498 0.56018 2.12680
H -5.62880 2.40227 -0.69373
H -7.49581 3.97652 -0.46943
H -5.35612 6.44731 2.00331
H -3.35846 5.02268 1.87337
O 4.64877 -0.15145 -1.92285
S 3.45243 -0.69377 -1.38899
O 2.18592 -0.36999 -2.10000
O 3.14525 -0.25742 0.03139
C 3.48565 -2.42904 -1.22074
C 4.58114 -3.14923 -1.65875
C 4.59887 -4.52188 -1.45800
C 3.53214 -5.13275 -0.81909
C 2.43943 -4.39278 -0.38256
C 2.38465 -3.01879 -0.57859
P 0.89889 -2.08902 0.04489
C 0.73352 -2.74803 1.74103
C 1.34655 -2.07156 2.78915
C 1.34243 -2.59005 4.07482
C 0.72140 -3.80317 4.32620
C 0.09768 -4.48519 3.29043
C 0.10231 -3.96521 2.00576
C -0.48248 -2.93333 -0.79487
C -0.30026 -3.75209 -1.90765
C -1.36771 -4.47251 -2.42690
C -2.62416 -4.37120 -1.84995
C -2.81972 -3.53540 -0.75774
C -1.75757 -2.81580 -0.23639
H 5.40118 -2.63004 -2.13629
H 5.44398 -5.10777 -1.79085
H 3.54752 -6.20108 -0.65064
H 1.62571 -4.90713 0.11046
H 1.84430 -1.14105 2.59169
H 1.82600 -2.05105 4.87906
H 0.72395 -4.21897 5.32444
H -0.39746 -5.42776 3.48062
H -0.40937 -4.50601 1.22029
H 0.67527 -3.84500 -2.36592
H -1.21126 -5.12033 -3.27887
H -3.45114 -4.94223 -2.24935
H -3.79828 -3.45891 -0.30249
H -1.90981 -2.18954 0.63695
C -0.12525 3.16658 -2.22076
C 0.94037 3.41982 -1.23120
C 1.38680 4.73957 -0.87835
C 2.53550 4.58407 -0.18261
C 2.79002 3.17137 -0.10306
C 4.07742 2.63989 0.38646
N 1.76376 2.47284 -0.69726
H 0.10962 3.73867 -3.12174
H -1.09270 3.53755 -1.87259
H -0.18274 2.11969 -2.48260
H 0.90175 5.65301 -1.18272
H 3.19282 5.34138 0.21243
H 4.40809 3.19527 1.26528
H 4.83131 2.82379 -0.38828
H 4.07751 1.57795 0.57029
*
```

Computed properties:
Relative energy (zero: lowest compared OMol25 entry of this formula, charge and spin) ... 26.8 kcal per mole
Frontier orbital gap (spin up / spin down) ... 3.72 / 3.71 eV
Calculated total energy ... -3059.5842 Eh

(4)
C42H35Cl2CsN4O7 | the ωB97M-V functional and the def2-TZVPD basis

ORCA input file:
```
! wB97M-V def2-TZVPD RIJCOSX def2/J DEFGRID3
* xyz -2 1
Cs 0.38733 0.46822 1.82578
O 0.97612 2.86525 1.30615
C 1.09544 4.03260 1.78717
C 0.63194 5.19329 1.08933
C 0.73650 6.46451 1.61299
C 1.32324 6.68303 2.86080
C 1.80440 5.58032 3.55407
C 1.71407 4.27619 3.06995
C 2.28371 3.22510 3.91582
N 2.24806 1.96080 3.72408
N 2.89024 1.26111 4.75041
C 2.91835 -0.03661 4.54870
O 2.47913 -0.71647 3.57401
C 3.56180 -0.79819 5.69665
C 4.14775 -0.14587 6.78198
C 4.73112 -0.86643 7.81308
C 4.73826 -2.25690 7.78230
C 4.15475 -2.91353 6.70862
C 3.57321 -2.18972 5.67443
H 0.19197 5.02867 0.11062
H 0.35915 7.30722 1.03945
H 1.40795 7.68029 3.27543
H 2.27568 5.72828 4.52297
H 2.79039 3.58324 4.82175
H 4.12858 0.93515 6.79030
H 5.18266 -0.34159 8.64814
H 5.19471 -2.82056 8.58858
H 4.14952 -3.99721 6.67098
H 3.11535 -2.69880 4.83701
O 2.21871 -3.17960 2.45427
H 1.27218 -3.15951 2.28300
H 2.39959 -2.29775 2.85269
C -1.96926 2.34273 -5.54957
O -1.40880 1.04245 -5.44808
C -0.05253 0.93006 -5.39403
C 0.84009 1.90913 -5.79279
C 2.20665 1.64919 -5.74666
C 2.67382 0.41655 -5.32940
C 1.77928 -0.56360 -4.91930
C 0.42273 -0.30152 -4.92186
N -0.54943 -1.25074 -4.54868
C -0.50485 -2.35452 -3.77863
C 0.31699 -2.80015 -2.76284
C 0.07847 -4.16785 -2.35827
C 0.73264 -4.73939 -1.32965
C 1.69154 -3.96842 -0.58645
C 1.94037 -2.67975 -0.88741
C 1.23034 -1.97546 -1.95153
O 1.37554 -0.75716 -2.08185
H -1.84177 2.74659 -6.55873
H -1.51862 3.01351 -4.81851
H -3.02807 2.22857 -5.32976
H 0.47951 2.87455 -6.11893
H 2.90267 2.42687 -6.03362
H 3.73674 0.21991 -5.28991
H 2.13159 -1.52522 -4.57411
H -1.44412 -1.09369 -4.99155
H -1.32910 -3.02123 -4.02089
H -0.66933 -4.72662 -2.91147
H 0.52023 -5.75902 -1.03588
H 2.19306 -4.41501 0.26310
H 2.61756 -2.08158 -0.29140
Cl -5.87884 0.09694 -0.74364
C -4.51426 1.08303 -0.28158
C -4.73262 2.02369 0.71333
C -3.72160 2.87685 1.10870
C -2.48192 2.79354 0.49258
C -2.28662 1.84685 -0.48930
Cl -0.69827 1.72075 -1.19004
C -3.27119 0.92967 -0.89690
N -2.95670 0.01011 -1.89998
C -3.41769 -1.35034 -1.93902
C -4.33060 -1.68857 -2.93424
C -4.77875 -2.98951 -3.08010
C -4.30474 -3.96767 -2.21228
C -3.37418 -3.63717 -1.24310
C -2.88895 -2.33492 -1.09689
C -1.83389 -2.04694 -0.07438
C -2.44131 -1.50227 1.26562
O -3.22681 -2.26592 1.84571
O -2.04105 -0.35966 1.58987
H -5.71017 2.06303 1.17408
H -3.88542 3.59183 1.90332
H -1.64450 3.41258 0.79206
H -1.95852 0.05577 -2.07487
H -4.69582 -0.89302 -3.57231
H -5.49825 -3.23561 -3.85174
H -4.65621 -4.98946 -2.29655
H -2.99267 -4.39543 -0.57035
H -1.09741 -1.34078 -0.46548
H -1.31686 -2.98107 0.15467
*
```

Computed properties:
Relative energy (zero: lowest compared OMol25 entry of this formula, charge and spin) ... 21.5 kcal per mole
Frontier orbital gap ... 4.97 eV
Calculated total energy ... -3307.8121 Eh

(5)
C42H35CoN6O3 | the ωB97M-V functional and the def2-TZVPD basis

ORCA input file:
```
! wB97M-V def2-TZVPD RIJCOSX def2/J DEFGRID3
* xyz 0 5
Co -20.00577 -5.03298 4.78118
C -19.01873 -0.77408 8.44997
O -19.23647 -2.18993 8.58989
C -18.57635 -2.84838 7.61086
N -17.93839 -1.95911 6.76257
C -18.50327 -0.50660 7.06543
C -19.46613 -0.01514 6.01578
C -19.21598 1.24101 5.38148
C -20.01755 1.73868 4.38820
C -21.11162 0.97197 4.01072
C -21.52086 -0.15737 4.73517
C -20.69409 -0.64081 5.76027
C -18.89191 -4.28126 7.62470
C -18.98319 -4.86368 8.93483
C -18.66644 -6.22249 9.09772
C -18.29487 -6.97978 7.98292
C -18.45920 -6.39908 6.74221
N -18.75721 -5.10087 6.49538
C -18.46397 -7.24128 5.54153
N -18.92592 -6.79059 4.42302
C -18.70689 -7.86267 3.39033
C -18.27059 -9.06329 4.16828
O -17.92063 -8.49853 5.48901
C -17.69074 -7.42881 2.32309
C -16.32651 -7.22637 2.58212
C -15.40558 -7.04144 1.57135
C -15.85744 -6.93669 0.25224
C -17.20575 -7.12691 -0.01078
C -18.10470 -7.41718 0.99362
H -18.30093 -0.44859 9.19264
H -19.95873 -0.21471 8.67840
H -17.56098 0.06484 7.00964
H -18.38166 1.85412 5.79789
H -19.70527 2.57938 3.79150
H -21.64386 1.23940 3.08354
H -22.41080 -0.75050 4.46332
H -21.10718 -1.53084 6.26540
H -19.32060 -4.27746 9.76846
H -18.74953 -6.66269 10.09873
H -17.92641 -8.02641 8.10776
H -19.63460 -8.03465 2.82783
H -17.42311 -9.59851 3.76394
H -19.05080 -9.81957 4.38374
H -15.95371 -7.30179 3.60399
H -14.36357 -6.86452 1.83615
H -15.17266 -6.72135 -0.58919
H -17.55475 -7.12278 -1.06843
H -19.09763 -7.76147 0.72003
N -27.72334 -1.30409 -0.76017
C -26.75444 -1.35874 -0.11955
C -25.67396 -1.78275 0.69278
C -25.72729 -3.09432 1.27657
C -24.69695 -3.53491 2.08102
C -23.57465 -2.72070 2.31424
C -23.50519 -1.40199 1.76773
C -24.56040 -0.94565 1.02638
C -22.47699 -3.31763 3.07778
C -22.72390 -3.84044 4.35461
C -23.96236 -3.72543 5.13427
C -23.72169 -4.33022 6.36419
C -22.37837 -4.75863 6.33658
N -21.73874 -4.49258 5.17329
C -21.16552 -3.43803 2.52690
C -20.73923 -2.94870 1.23842
C -19.37913 -3.22924 1.13658
C -19.00575 -3.94193 2.24479
N -20.07565 -4.08499 3.13788
H -26.48602 -3.78978 1.02959
H -24.71372 -4.48237 2.55301
H -22.62482 -0.79538 1.96659
H -24.54438 0.09164 0.65364
H -24.85277 -3.17780 4.81491
H -24.39827 -4.37711 7.22198
H -21.92181 -5.25205 7.16740
H -21.36703 -2.38202 0.57454
H -18.73176 -2.94835 0.32756
H -18.02723 -4.37982 2.40574
C -15.92481 -1.06247 3.97168
O -16.79793 -1.03115 5.11619
C -16.89880 -2.11850 5.90373
C -15.84886 -3.14379 5.89631
H -16.09291 -1.97461 3.41680
H -14.88105 -1.04621 4.29078
H -16.17612 -0.21730 3.34528
H -15.80928 -3.75446 4.97822
H -16.04494 -3.83102 6.74910
H -14.85981 -2.65899 5.98602
*
```

Computed properties:
Relative energy (zero: lowest compared OMol25 entry of this formula, charge and spin) ... 10.8 kcal per mole
Frontier orbital gap (spin up / spin down) ... 4.13 / 5.82 eV
Expectation value of S² ... 6.446
Calculated total energy ... -3558.3421 Eh

no.,maximum force (hartree/bohr)
1,0.03712
2,0.01524
3,0.01273
4,0.02875
5,0.06397